# 1
Here is a cluster of 2 separate species, C3H10S2 in total in a non-equilibrium geometry from the Open Molecules 2025 dataset. Energies are from ωB97M-V/def2-TZVPD.

Computed properties:
Maximum force = 0.048 hartree/bohr
Highest occupied orbital energy = -0.320 hartree
Multiplicity = 1
Structure (SMILES) = CSC.CS
Total energy = -24942.5889 eV
Charge = 0
Relative energy (zero: lowest compared OMol25 entry of this formula, charge and spin) = 25.5 kcal/mol

Atoms and positions in Å:
C (1.900, -0.151, -2.185)
S (1.850, -0.191, -0.377)
C (0.290, -1.143, -0.200)
H (2.813, 0.373, -2.543)
H (2.212, -1.111, -2.691)
H (1.011, 0.340, -2.550)
H (-0.622, -0.557, -0.257)
H (0.434, -1.573, 0.788)
H (0.431, -1.990, -0.868)
C (-1.303, 1.321, 1.890)
S (-2.814, 0.225, 2.199)
H (-0.718, 0.959, 2.729)
H (-1.504, 2.338, 2.252)
H (-0.926, 1.127, 0.889)
H (-3.054, 0.033, 0.924)

***

# 2
Here is the ion C5H10NO with charge -1 in a non-equilibrium geometry from the Open Molecules 2025 dataset. Energies are from ωB97M-V/def2-TZVPD.

Computed properties:
Maximum force = 0.089 hartree/bohr
Highest occupied orbital energy = -0.081 hartree
Multiplicity = 1
Structure (SMILES) = C=CC[C@H](N)C[O-]
Total energy = -8882.4106 eV
Charge = -1
Relative energy (zero: lowest compared OMol25 entry of this formula, charge and spin) = 39.4 kcal/mol

Atoms and positions in Å:
C (-0.759, 1.986, -1.781)
C (0.266, 1.096, -1.460)
C (0.919, 1.082, -0.005)
C (0.554, -0.287, 0.743)
N (1.277, -1.415, 0.189)
C (-0.994, -0.460, 0.893)
O (-1.206, -1.777, 1.329)
H (-1.184, 2.556, -0.976)
H (-1.246, 1.994, -2.706)
H (0.716, 0.323, -2.105)
H (1.957, 0.918, -0.103)
H (0.809, 1.867, 0.772)
H (0.860, -0.195, 1.792)
H (0.925, -1.470, -0.885)
H (0.797, -2.235, 0.472)
H (-1.437, -0.384, -0.221)
H (-1.401, 0.246, 1.663)

***

# 3
Here is a cluster of 7 separate species, C5H23NO7S in total in a non-equilibrium geometry from the Open Molecules 2025 dataset. Energies are from ωB97M-V/def2-TZVPD.

Computed properties:
Maximum force = 0.033 hartree/bohr
Expectation value of S² = 0.75
Highest occupied orbital energy (spin up / spin down) = 0.025 / -0.236 hartree
Multiplicity = 2
Total energy = -32215.5486 eV
Charge = -1
Relative energy (zero: lowest compared OMol25 entry of this formula, charge and spin) = 0.0 kcal/mol

Atoms and positions in Å:
C (-2.041, 2.363, -0.966)
C (-2.884, 1.761, 0.145)
S (-4.252, 0.630, -0.266)
C (-0.902, 1.461, -1.343)
N (0.378, 1.839, -1.361)
C (0.831, 3.208, -1.105)
C (1.377, 0.804, -1.622)
O (-1.215, 0.267, -1.516)
H (-1.675, 3.338, -0.637)
H (-2.680, 2.568, -1.830)
H (-3.403, 2.534, 0.703)
H (-2.265, 1.250, 0.881)
H (-3.655, -0.560, -0.069)
H (0.140, 3.904, -1.572)
H (0.866, 3.340, -0.019)
H (1.825, 3.335, -1.511)
H (1.698, 0.325, -0.696)
H (2.232, 1.265, -2.113)
H (0.995, 0.070, -2.325)
H (4.041, -1.998, 0.930)
H (2.715, -1.194, 0.788)
O (3.629, -1.257, 0.477)
H (1.495, -3.803, 1.750)
H (1.950, -3.574, 0.428)
O (2.335, -3.548, 1.315)
H (-1.113, -2.714, -1.884)
H (-0.698, -1.319, -1.302)
O (-0.464, -2.282, -1.307)
H (1.422, -0.410, 3.276)
H (1.535, 1.005, 2.762)
O (1.300, 0.113, 2.465)
H (-1.204, -3.520, 0.468)
H (0.214, -3.633, 0.271)
O (-0.440, -3.869, 0.946)
H (4.728, 0.718, 1.873)
H (3.305, 0.437, 1.919)
O (3.975, 0.887, 2.455)

***

# 4
Here is a structure of composition C11H21N7O4RuSe in a non-equilibrium geometry from the Open Molecules 2025 dataset. Energies are from ωB97M-V/def2-TZVPD.

Computed properties:
Maximum force = 0.041 hartree/bohr
Expectation value of S² = 8.80
Highest occupied orbital energy (spin up / spin down) = -0.397 / -0.397 hartree
Multiplicity = 6
Total energy = -98286.1159 eV
Charge = +1
Relative energy (zero: lowest compared OMol25 entry of this formula, charge and spin) = 0.0 kcal/mol

Atoms and positions in Å:
Ru (-1.513, -0.467, 0.347)
N (0.524, -0.888, -0.917)
C (1.526, -1.331, 0.131)
C (2.789, -2.052, -0.309)
C (3.786, -1.119, -0.955)
C (4.504, -0.267, 0.097)
N (5.052, 1.014, -0.388)
C (4.327, 2.104, -0.602)
N (4.895, 3.231, -1.051)
N (3.026, 2.145, -0.361)
C (0.838, -2.038, 1.270)
O (1.586, -2.586, 2.060)
O (-0.465, -1.979, 1.353)
H (0.450, -1.639, -1.620)
H (0.859, -0.052, -1.421)
H (1.846, -0.431, 0.632)
H (2.461, -2.897, -0.910)
H (3.135, -2.416, 0.654)
H (3.267, -0.447, -1.668)
H (4.575, -1.608, -1.564)
H (5.344, -0.747, 0.539)
H (3.856, -0.035, 0.941)
H (6.008, 1.028, -0.693)
H (5.878, 3.358, -1.283)
H (4.302, 4.014, -1.103)
H (2.670, 1.364, 0.219)
H (2.399, 2.977, -0.483)
C (-5.780, 0.845, -0.373)
C (-4.707, 0.023, 0.245)
N (-3.508, 0.463, 0.280)
O (-3.343, 1.804, -0.139)
C (-5.026, -1.271, 0.840)
C (-6.399, -1.939, 0.800)
N (-3.981, -2.006, 1.140)
O (-4.004, -3.179, 1.433)
H (-5.561, 1.074, -1.448)
H (-5.769, 1.839, 0.043)
H (-6.794, 0.448, -0.310)
H (-2.639, 2.120, 0.446)
H (-7.051, -1.223, 1.272)
H (-6.458, -2.937, 1.192)
H (-6.663, -2.042, -0.272)
Se (0.253, 4.070, 0.329)
C (-0.074, 2.379, 0.691)
N (-0.419, 1.294, 0.914)